{"formula": "C6H11BrO3S", "method": "ωB97M-V with the def2-TZVPD basis set", "species": ["C", "C", "C", "C", "C", "C", "O", "O", "O", "S", "Br", "H", "H", "H", "H", "H", "H", "H", "H", "H", "H", "H"], "positions_angstrom": [[0.63, 1.19, 1.07], [0.12, -0.65, -0.61], [-0.68, -1.22, 0.60], [0.13, 0.94, -0.37], [-0.68, -2.66, 0.89], [0.85, 1.69, -1.41], [1.03, -0.80, 2.72], [-1.13, 0.23, 2.87], [-1.25, 1.32, -0.17], [-0.08, -0.17, 2.00], [-0.60, -1.05, -2.32], [1.64, 0.75, 1.12], [0.58, 2.18, 1.42], [1.18, -0.98, -0.52], [-1.59, -0.70, 0.46], [-0.99, -2.77, 1.97], [0.36, -3.20, 0.94], [-1.46, -3.11, 0.34], [0.41, 1.47, -2.35], [1.98, 1.29, -1.46], [1.08, 2.68, -1.13], [-1.72, 1.53, -1.05]], "lowdin_charge": [-0.13, -0.65, -0.44, -0.63, -0.08, -0.05, -0.33, -0.29, -0.07, 0.70, 0.82, 0.11, 0.11, 0.12, 0.10, 0.10, 0.14, 0.06, 0.04, 0.15, 0.08, 0.14], "smiles": "C[C@@H]1[C@@H](Br)[C@@](C)(O)CS1(=O)=O", "lumo_energy_ev": 0.4, "total_charge": 0, "e_tot_ev": -93419.030}



{"formula": "C3H11N3", "method": "ωB97M-V with the def2-TZVPD basis set", "species": ["C", "C", "C", "H", "H", "H", "H", "H", "H", "H", "H", "H", "H", "H", "N", "N", "N"], "positions_angstrom": [[1.25, -0.26, 0.59], [-0.15, 0.29, 0.44], [-1.15, -0.71, -0.21], [1.87, -1.08, -1.19], [3.10, -0.30, -0.47], [1.12, -1.27, 1.03], [1.78, 0.34, 1.31], [-0.53, 0.46, 1.49], [0.41, 2.25, 0.26], [0.36, 1.43, -1.14], [-0.91, -0.95, -1.26], [-1.14, -1.67, 0.22], [-2.97, -0.32, 0.64], [-2.46, 0.76, -0.49], [2.09, -0.30, -0.64], [-0.19, 1.56, -0.29], [-2.47, -0.24, -0.28]], "lowdin_charge": [-0.25, -0.42, -0.31, 0.04, 0.07, 0.11, 0.10, 0.15, 0.10, 0.06, 0.12, 0.09, 0.09, 0.06, 0.01, 0.02, -0.03], "smiles": "NCC(N)CN", "lumo_energy_ev": 1.0, "total_charge": 0, "e_tot_ev": -7759.282}



{"formula": "C3H3BrN4O2", "method": "ωB97M-V with the def2-TZVPD basis set", "species": ["C", "C", "C", "N", "N", "N", "N", "O", "O", "Br", "H", "H", "H"], "positions_angstrom": [[-1.03, -0.37, -0.01], [0.36, -0.63, -0.24], [-1.73, 0.66, 0.78], [-1.69, -1.20, -0.74], [0.48, -1.53, -1.15], [1.49, -0.21, 0.51], [2.47, 0.46, 0.26], [3.39, 0.76, 0.91], [-0.80, -1.89, -1.42], [2.74, 1.21, -1.80], [-1.17, 1.38, 1.44], [-2.16, 1.17, -0.03], [-2.35, 0.19, 1.49]], "lowdin_charge": [-0.28, -0.29, -0.01, 0.12, 0.16, 0.15, -0.48, 0.04, -0.05, 0.38, 0.11, 0.07, 0.07], "smiles": "Cc1nonc1/N=[N+](/[O-])Br", "lumo_energy_ev": [-2.0, -2.0], "total_charge": 0, "e_tot_ev": -83250.852}



{"formula": "C4H6O2", "method": "ωB97M-V with the def2-TZVPD basis set", "species": ["O", "C", "C", "C", "C", "O", "H", "H", "H", "H", "H", "H"], "positions_angstrom": [[-1.86, 0.64, -0.06], [-0.86, -0.28, -0.41], [0.17, 0.21, -1.29], [0.14, -0.73, 0.63], [1.13, 0.16, 1.05], [1.56, 1.10, 0.34], [-1.60, 1.04, 0.77], [-1.31, -1.20, -0.80], [0.74, -0.51, -1.88], [0.32, 1.26, -1.48], [0.04, -1.73, 1.06], [1.52, 0.04, 2.07]], "lowdin_charge": [0.00, -0.47, 0.20, -0.05, -0.33, -0.04, 0.10, 0.16, 0.11, 0.10, 0.10, 0.12], "lumo_energy_ev": [-0.5, -0.5], "total_charge": 0, "e_tot_ev": -8336.514}



{"formula": "C2H6N4S", "method": "ωB97M-V with the def2-TZVPD basis set", "species": ["C", "C", "N", "N", "N", "N", "S", "H", "H", "H", "H", "H", "H"], "positions_angstrom": [[0.59, -0.30, 1.59], [-0.38, 0.38, 2.19], [0.64, -0.53, 0.23], [-1.22, 1.20, -0.13], [-0.44, -0.64, -0.48], [-0.21, -0.65, -1.80], [-1.74, 1.04, 1.36], [1.40, -0.72, 2.25], [-0.48, 0.37, 3.27], [1.53, -0.20, -0.24], [-1.82, 1.20, -0.93], [0.16, 0.24, -2.15], [-1.14, -0.99, -2.22]], "lowdin_charge": [-0.24, -0.45, -0.09, -0.42, -0.17, -0.01, 0.80, 0.12, 0.06, 0.17, -0.01, 0.09, 0.13], "lumo_energy_ev": [0.9, 0.9], "total_charge": 0, "e_tot_ev": -18962.064}



{"formula": "C37H55ClMnNP", "method": "ωB97M-V with the def2-TZVPD basis set", "species": ["Mn", "Cl", "P", "C", "H", "H", "C", "C", "C", "H", "C", "H", "H", "C", "H", "H", "C", "H", "H", "C", "H", "H", "H", "H", "C", "C", "H", "C", "H", "H", "C", "H", "H", "C", "H", "H", "C", "H", "H", "H", "H", "C", "H", "C", "H", "H", "C", "H", "H", "C", "H", "H", "C", "H", "H", "H", "H", "C", "C", "H", "C", "H", "C", "H", "H", "C", "H", "H", "C", "H", "H", "H", "H", "C", "C", "C", "C", "C", "C", "N", "C", "C", "C", "C", "C", "C", "H", "H", "H", "H", "H", "H", "H", "H", "H", "H"], "positions_angstrom": [[-0.27, -2.02, 0.01], [-2.03, -3.24, 0.81], [-0.21, 0.93, -0.56], [-0.23, -0.03, 0.93], [-1.13, 0.07, 1.53], [0.67, 0.15, 1.53], [-1.34, 0.28, -1.86], [1.52, 0.82, -1.21], [-1.74, 1.29, -2.95], [-0.75, -0.53, -2.36], [-2.44, 0.54, -4.10], [-2.44, 2.03, -2.53], [-0.88, 1.85, -3.35], [-3.66, -0.26, -3.62], [-2.75, 1.27, -4.87], [-1.71, -0.14, -4.57], [-3.38, -1.10, -2.36], [-4.48, 0.43, -3.42], [-4.01, -0.92, -4.42], [-2.62, -0.34, -1.28], [-4.33, -1.47, -1.94], [-2.80, -1.99, -2.65], [-3.25, 0.46, -0.87], [-2.40, -1.04, -0.45], [-0.65, 2.67, -0.15], [2.45, 1.72, -0.40], [1.80, -0.23, -1.03], [3.91, 1.63, -0.87], [2.11, 2.77, -0.46], [2.41, 1.45, 0.67], [4.08, 1.78, -2.39], [4.50, 2.41, -0.36], [4.32, 0.66, -0.56], [3.10, 0.90, -3.19], [3.94, 2.83, -2.67], [5.11, 1.53, -2.67], [1.65, 1.06, -2.73], [3.17, 1.16, -4.25], [3.39, -0.15, -3.09], [1.28, 2.07, -2.99], [1.03, 0.35, -3.30], [-2.10, 2.79, 0.33], [0.01, 2.87, 0.71], [-2.40, 4.20, 0.86], [-2.79, 2.56, -0.50], [-2.31, 2.05, 1.11], [-2.05, 5.31, -0.13], [-3.46, 4.25, 1.14], [-1.82, 4.35, 1.78], [-0.64, 5.15, -0.70], [-2.78, 5.31, -0.96], [-2.14, 6.28, 0.36], [-0.35, 3.74, -1.23], [-0.48, 5.87, -1.52], [0.09, 5.38, 0.08], [-0.99, 3.56, -2.11], [0.69, 3.68, -1.58], [-2.78, 0.67, 3.12], [-1.62, 1.28, 3.52], [-3.48, 1.17, 2.44], [-0.76, 0.72, 4.60], [-1.34, 2.27, 3.14], [-0.93, -0.80, 4.76], [0.30, 0.96, 4.43], [-1.03, 1.19, 5.55], [-2.40, -1.22, 4.79], [-0.44, -1.33, 3.92], [-0.42, -1.14, 5.67], [-3.18, -0.70, 3.56], [-2.47, -2.31, 4.83], [-2.87, -0.84, 5.71], [-3.05, -1.44, 2.73], [-4.26, -0.71, 3.77], [3.47, -3.43, -3.18], [2.14, -2.99, -3.19], [1.40, -2.97, -2.02], [2.02, -3.35, -0.80], [3.34, -3.83, -0.79], [4.06, -3.86, -1.98], [1.33, -3.09, 0.37], [1.64, -3.60, 1.63], [1.99, -4.96, 1.81], [2.13, -5.47, 3.10], [1.99, -4.63, 4.22], [1.73, -3.26, 4.04], [1.54, -2.75, 2.75], [4.04, -3.46, -4.11], [1.67, -2.67, -4.13], [0.33, -2.69, -2.01], [3.79, -4.14, 0.16], [5.09, -4.22, -1.97], [2.13, -5.59, 0.93], [2.34, -6.53, 3.24], [2.11, -5.03, 5.23], [1.67, -2.58, 4.90], [1.37, -1.68, 2.59]], "lowdin_charge": [0.39, -0.04, 1.00, -0.30, -0.01, 0.03, -0.39, -0.36, -0.20, 0.10, -0.19, 0.11, 0.09, -0.19, 0.11, 0.12, -0.18, 0.11, 0.11, -0.22, 0.12, 0.12, 0.12, 0.01, -0.36, -0.19, 0.12, -0.19, 0.10, 0.11, -0.20, 0.11, 0.12, -0.19, 0.11, 0.11, -0.20, 0.11, 0.11, 0.10, 0.10, -0.20, 0.13, -0.19, 0.10, 0.06, -0.20, 0.12, 0.11, -0.19, 0.11, 0.11, -0.20, 0.11, 0.12, 0.10, 0.09, -0.12, -0.12, 0.10, -0.20, 0.09, -0.20, 0.11, 0.12, -0.19, 0.09, 0.11, -0.20, 0.11, 0.11, 0.07, 0.11, -0.13, -0.11, -0.07, -0.30, -0.03, -0.09, -0.09, -0.30, -0.04, -0.09, -0.11, -0.10, -0.05, 0.09, 0.10, 0.08, 0.11, 0.10, 0.11, 0.10, 0.09, 0.10, 0.08], "spin_multiplicity": 4, "lumo_energy_ev": [0.4, 0.4], "total_charge": 0, "e_tot_ev": -93883.566}